Version one
{"formula": "C4H7N3O", "method": "wB97M-V/def2-TZVPD", "gap_ev": 9.1, "homo_energy_ev": -8.25, "species": ["C", "C", "C", "C", "H", "H", "H", "H", "H", "H", "H", "N", "N", "N", "O"], "coordinates": [[1.4779, -0.2806, -0.4681], [-0.6455, 0.5642, -0.3849], [-1.5800, 0.4532, 0.7889], [-0.1981, -0.1184, 1.0534], [0.6379, -2.9129, 0.1942], [2.3277, -0.8970, -0.5961], [0.0469, 2.3116, -1.3542], [-0.8591, -0.0432, -1.1947], [-2.3456, -0.2610, 0.4316], [-1.5567, 1.3526, 1.3399], [0.1798, 0.5547, 1.7000], [0.7515, -1.0809, 0.5481], [1.1997, 0.7869, -1.0068], [0.3069, 1.6560, -0.6884], [0.2566, -2.0850, -0.3629]], "lowdin_charge": [-0.179, -0.242, -0.037, -0.151, 0.175, 0.108, 0.101, 0.113, 0.121, 0.101, 0.092, -0.140, -0.012, 0.031, -0.081]}

Version two
{"formula": "C4H7N3O", "method": "wB97M-V/def2-TZVPD", "gap_ev": 9.3, "smiles": "N/N=C\\C1=NOCC1", "homo_energy_ev": -9.10, "species": ["N", "N", "C", "C", "N", "O", "C", "C", "H", "H", "H", "H", "H", "H", "H"], "coordinates": [[2.3121, 0.5032, -0.2580], [2.3274, -0.9262, -0.0795], [1.1771, -1.3864, -0.0172], [-0.1942, -0.8740, 0.0590], [-1.2897, -1.5926, 0.0500], [-2.5148, -0.8918, -0.1957], [-2.1849, 0.5533, -0.1313], [-0.5960, 0.5514, 0.1915], [1.6761, 1.0343, 0.3001], [3.2749, 0.8257, 0.0630], [1.2172, -2.5847, -0.0600], [-2.3762, 1.1131, -1.1045], [-2.5461, 1.2045, 0.6868], [-0.1551, 1.1364, 1.0833], [-0.1279, 1.3338, -0.5877]], "lowdin_charge": [-0.012, -0.006, -0.186, -0.272, 0.106, -0.114, -0.128, -0.151, 0.016, 0.104, 0.153, 0.124, 0.104, 0.126, 0.137]}

Stability check: which of them is least stable? version one.

Version one
{"formula": "C4H7N3O", "method": "wB97M-V/def2-TZVPD", "gap_ev": 9.1, "smiles": "C=C(N)C(N)=O.C#N", "homo_energy_ev": -8.47, "species": ["C", "C", "N", "C", "N", "O", "H", "H", "H", "H", "H", "H", "C", "N", "H"], "coordinates": [[-1.5291, 0.7259, -0.8203], [-0.5427, 0.3903, 0.0335], [-0.1943, 1.1371, 1.1492], [0.0717, -1.1613, -0.0907], [0.7185, -1.4741, 1.1133], [-0.5568, -1.9601, -0.7526], [-2.0402, 1.6785, -0.7764], [-1.7171, 0.1022, -1.6790], [0.0817, 0.5897, 1.9525], [-0.8307, 1.8780, 1.4063], [0.5537, -2.4365, 1.3802], [1.7029, -1.2480, 1.1425], [1.2928, 0.6214, -1.2577], [1.9014, -0.3418, -0.9649], [1.0881, 1.4985, -1.8361]], "lowdin_charge": [0.024, -0.411, 0.080, -0.538, 0.105, 0.074, 0.059, 0.062, 0.077, 0.093, 0.101, 0.081, -0.033, 0.125, 0.103]}

Version two
{"formula": "C4H7N3O", "method": "wB97M-V/def2-TZVPD", "gap_ev": [8.2, 8.2], "homo_energy_ev": [-7.88, -7.89], "species": ["C", "C", "C", "C", "N", "N", "N", "O", "H", "H", "H", "H", "H", "H", "H"], "coordinates": [[-2.2813, -0.0475, 0.4608], [-1.4556, -1.1267, 0.5391], [-1.7813, 1.0842, -0.1315], [0.6121, 1.2268, -0.1873], [-0.4862, 1.0412, -0.7278], [-0.7903, -1.6130, -0.4396], [1.1118, 1.1268, 1.1336], [0.0137, -2.6061, -0.5224], [-3.2292, 0.0955, 0.9018], [-1.5629, -1.9130, 1.3424], [-2.5147, 1.8913, -0.3520], [1.4217, 1.0753, -0.9179], [-0.4977, -0.9673, -1.1260], [0.5668, 1.0677, 1.9874], [2.0180, 1.0828, 1.3505]], "lowdin_charge": [-0.109, -0.147, -0.101, -0.261, 0.007, -0.139, 0.135, -0.112, 0.089, 0.155, 0.116, 0.129, 0.118, 0.098, 0.024]}

Version three
{"formula": "C4H7N3O", "method": "wB97M-V/def2-TZVPD", "gap_ev": [7.0, 7.0], "homo_energy_ev": [-7.61, -7.61], "species": ["C", "C", "C", "C", "N", "N", "N", "O", "H", "H", "H", "H", "H", "H", "H"], "coordinates": [[-0.0315, 1.2635, 0.8899], [-0.1197, 0.2036, 1.6038], [-0.1292, -0.9026, 2.4755], [0.2387, 0.4301, -2.6087], [-0.0915, 1.4071, -0.4397], [0.0394, 0.2398, -1.1783], [-0.0441, -0.8722, -0.6137], [0.0075, -2.0535, -1.0700], [0.0496, 2.2557, 1.4418], [0.7954, -1.2581, 2.9883], [-0.8221, -0.7942, 3.4296], [-0.7017, -1.6424, 1.8345], [-0.1138, -0.3423, -3.2750], [-0.3679, 1.4394, -2.7553], [1.2909, 0.6261, -2.7226]], "lowdin_charge": [-0.248, 0.027, -0.111, -0.004, 0.007, -0.233, -0.119, -0.087, 0.157, 0.086, 0.127, 0.118, 0.074, 0.126, 0.078]}

Stability check: which of them is least stable? version three.

Version one
{"formula": "C4H7N3O", "method": "wB97M-V/def2-TZVPD", "gap_ev": 8.5, "homo_energy_ev": -7.51, "species": ["C", "C", "C", "C", "H", "H", "H", "H", "H", "H", "H", "N", "N", "N", "O"], "coordinates": [[-2.4027, -0.6316, -0.0314], [-0.3723, 0.6833, -0.0096], [1.4838, -0.0029, 0.2208], [1.7100, 1.4109, 0.0714], [-2.3985, -1.0067, 1.1395], [-3.4217, -0.4654, -0.4845], [-1.9900, -1.7329, -0.4466], [-2.2259, 1.6139, -0.0003], [2.2651, -2.0430, 0.1613], [3.5305, -0.8007, -0.0867], [2.7400, 1.8631, -0.3148], [-1.7300, 0.7208, -0.0446], [0.1258, -0.5081, 0.0167], [2.4127, -0.9517, -0.1587], [0.2730, 1.8510, -0.0326]], "lowdin_charge": [-0.126, -0.546, -0.396, -0.015, 0.110, 0.066, 0.126, 0.143, 0.154, 0.144, 0.142, 0.006, 0.163, 0.010, 0.020]}

Version two
{"formula": "C4H7N3O", "method": "wB97M-V/def2-TZVPD", "gap_ev": 9.7, "smiles": "N/N=C\\[C@H]1C=NOC1", "homo_energy_ev": -8.98, "species": ["N", "N", "C", "C", "C", "N", "O", "C", "H", "H", "H", "H", "H", "H", "H"], "coordinates": [[1.3202, -1.3692, -0.3743], [2.0772, -0.2228, -0.3311], [1.3587, 0.7638, -0.0036], [-0.2314, 0.7742, 0.1184], [-1.0359, 0.4861, -1.0533], [-2.0031, -0.4009, -0.9705], [-1.7850, -0.9128, 0.1637], [-0.9289, -0.1326, 1.0638], [0.4497, -1.2894, 0.1333], [1.8635, -2.2953, -0.5200], [1.8354, 1.7580, -0.0996], [-0.3964, 1.7589, 0.3683], [-1.0081, 1.3312, -1.7744], [0.0200, -0.7158, 1.4226], [-1.5360, 0.4666, 1.8566]], "lowdin_charge": [-0.008, -0.027, -0.138, -0.308, -0.121, 0.056, -0.153, -0.115, 0.023, 0.145, 0.107, 0.101, 0.130, 0.144, 0.166]}

Stability check: which of them is least stable? version two.

Version one
{"formula": "C9H18N3", "method": "wB97M-V/def2-TZVPD", "total_charge": 1, "gap_ev": 7.4, "homo_energy_ev": -11.50, "species": ["C", "C", "C", "C", "C", "C", "C", "C", "C", "N", "N", "N", "H", "H", "H", "H", "H", "H", "H", "H", "H", "H", "H", "H", "H", "H", "H", "H", "H", "H"], "coordinates": [[-2.7646, -1.0083, -0.2166], [-1.3181, -1.5654, -0.1909], [-1.8611, 0.0418, -1.9391], [1.5421, -1.6423, -0.7534], [1.0226, -0.3712, -2.8032], [-1.3844, 1.1921, 1.9740], [0.9025, 1.6667, 1.3007], [0.4739, -0.9436, -1.5888], [-0.1107, 0.8242, 2.0641], [-3.0045, -0.1612, -1.1217], [-0.8219, -0.8837, -1.3479], [0.3552, -0.3239, 2.6436], [-3.5804, -1.3156, 0.4517], [-1.4934, -2.5745, -0.3648], [-2.1326, -0.2349, -2.9498], [1.7048, -2.5744, -1.2160], [1.0996, -1.8216, 0.2930], [2.5377, -1.2746, -0.7095], [0.6562, -0.6750, -3.7862], [0.9561, 0.7703, -2.9022], [2.0320, -0.5313, -2.8278], [-1.4645, 1.0425, -1.9056], [-1.8082, 2.1178, 1.5821], [-2.1297, 0.6884, 2.5444], [1.7695, 1.0269, 1.0752], [0.6105, 1.8643, 0.3477], [1.1789, 2.5756, 1.9017], [1.3422, -0.2374, 3.0586], [-0.7216, -1.4562, 0.7059], [-0.3344, -0.7971, 3.3890]], "lowdin_charge": [-0.078, -0.084, -0.105, 0.030, -0.003, -0.001, -0.040, -0.207, -0.529, 0.086, 0.030, 0.041, 0.136, 0.119, 0.140, 0.095, 0.101, 0.093, 0.119, 0.147, 0.053, 0.133, 0.075, 0.045, 0.071, 0.023, 0.115, 0.135, 0.091, 0.168]}

Version two
{"formula": "C9H18N3", "method": "wB97M-V/def2-TZVPD", "total_charge": 1, "gap_ev": 10.6, "smiles": "CC1=NC2(CCCCC2)[N@H+](C)N1", "homo_energy_ev": -13.63, "species": ["C", "C", "N", "C", "C", "C", "C", "C", "C", "N", "C", "N", "H", "H", "H", "H", "H", "H", "H", "H", "H", "H", "H", "H", "H", "H", "H", "H", "H", "H"], "coordinates": [[-3.0470, 1.9185, 0.3621], [-1.9909, 0.8661, 0.1934], [-0.8444, 1.2375, -0.2223], [0.1670, -0.2671, 0.0569], [0.9888, -0.5586, -1.1604], [2.0194, 0.6174, -1.3134], [2.6624, 0.7632, 0.0617], [1.7491, 1.2481, 1.1530], [0.7832, 0.1135, 1.3665], [-0.9696, -1.2555, 0.3268], [-1.2866, -2.2451, -0.7373], [-2.1848, -0.4019, 0.5543], [-3.5860, 1.8396, 1.3379], [-3.9965, 1.6451, -0.2649], [-2.6081, 2.8580, 0.1847], [0.3853, -0.6165, -2.0050], [1.3357, -1.5986, -0.9914], [1.5260, 1.5790, -1.5708], [2.6275, 0.3124, -2.1518], [3.0871, -0.2123, 0.2663], [3.5786, 1.5145, -0.0308], [2.3233, 1.4943, 2.1061], [1.3654, 2.2012, 0.8745], [1.4609, -0.6432, 1.8488], [0.0368, 0.3803, 1.9990], [-0.6975, -1.5365, 1.2958], [-1.9362, -1.8923, -1.6070], [-0.4256, -2.8297, -1.2456], [-1.8103, -3.1114, -0.3692], [-2.7425, -0.9012, 1.1590]], "lowdin_charge": [0.004, -0.478, 0.234, -0.260, -0.134, -0.146, -0.222, -0.198, -0.158, -0.017, 0.000, 0.146, 0.098, 0.129, 0.068, 0.092, 0.133, 0.127, 0.112, 0.109, 0.162, 0.149, 0.104, 0.158, 0.088, 0.201, 0.144, 0.133, 0.087, 0.136]}

Stability check: which of them is least stable? version two.